A molecular structure, C33H46Br2Cl14I3NO5 in a non-equilibrium geometry. Source: the OMol25 dataset; level of theory: the ωB97M-V functional and the def2-TZVPD basis.

Structure (XYZ):
```
104
Properties=species:S:1:pos:R:3:forces:R:3
C 0.326 2.458 5.434 -1.497 -0.220 0.163
C -0.025 1.075 4.688 1.220 1.788 0.368
C 0.122 1.319 3.142 0.461 -1.022 -0.380
I 2.204 2.079 2.952 -0.569 2.011 0.184
C -0.017 -0.048 2.235 -0.017 -0.395 2.985
Br 1.847 -0.699 2.053 -0.735 -2.091 -1.051
C -0.669 -1.223 3.117 -0.374 -0.012 -1.463
C -2.181 -1.037 3.409 -2.346 -1.098 0.701
C -2.945 -2.280 3.669 -0.906 2.186 -0.147
C -4.374 -2.224 3.914 0.658 1.042 -0.089
C -5.121 -0.974 3.934 2.036 0.565 -0.590
C -4.395 0.255 3.674 1.399 -2.007 -0.010
C -2.948 0.186 3.422 -0.732 -0.687 0.108
O -0.850 0.041 1.143 0.265 -0.122 -0.327
C -0.500 0.301 -0.190 1.307 0.711 -1.940
N 0.538 1.364 -0.217 -0.741 0.388 0.382
C 0.185 -0.890 -1.003 0.014 -0.385 0.075
C 1.413 -0.526 -1.915 0.611 -1.048 -0.151
C 2.836 -0.634 -1.248 0.187 1.546 -1.297
C 3.900 -0.450 -2.420 -0.318 -0.794 0.311
C 5.312 -1.032 -2.044 -0.810 0.157 -1.593
O 6.011 -0.173 -1.116 -0.243 0.812 -0.498
C 6.410 1.016 -1.725 -0.324 1.314 -0.106
C 5.712 2.348 -1.273 -0.047 -0.743 1.408
O 7.252 1.086 -2.578 -0.248 -0.783 0.181
C -1.900 0.822 -0.863 0.252 -1.387 1.627
C -1.724 0.833 -2.405 0.303 0.044 0.663
C -2.542 1.654 -3.438 0.830 -1.319 -1.839
O -2.317 1.349 -4.574 -0.169 0.323 0.730
Br -3.827 3.108 -3.307 0.131 -0.053 0.575
O -2.189 2.031 -0.149 -0.246 -0.238 -1.495
C -1.784 3.289 -0.614 0.378 2.069 1.629
C -2.850 4.392 -0.134 1.360 1.012 -0.101
I -3.727 3.825 1.801 0.195 -0.277 -0.830
C -2.004 5.724 0.168 0.177 -1.324 -0.138
C -1.254 6.277 -1.108 0.022 0.673 1.089
I -3.243 7.248 1.145 0.605 -0.120 -0.634
C -3.083 -0.120 -0.312 -0.929 0.867 -0.418
Cl -2.770 -1.901 -0.333 0.233 0.517 0.094
C -4.504 0.040 -0.963 -1.025 -0.725 1.707
C -5.254 1.394 -0.740 -0.593 0.361 -0.944
Cl -4.680 -0.671 -2.648 0.334 0.754 0.523
H -0.424 2.575 6.270 0.980 -0.127 -0.579
H 1.362 2.479 5.838 -0.854 0.122 -0.410
H 0.121 3.330 4.752 0.489 -0.816 0.680
H 0.778 0.359 5.021 -1.125 0.327 -0.428
H -1.040 0.803 5.048 0.756 -0.245 -0.710
H -0.533 2.124 2.725 0.427 -0.659 0.478
H -0.607 -2.111 2.421 -0.086 0.848 0.714
H -0.032 -1.505 3.987 -0.701 0.587 -0.464
H -2.411 -3.260 3.637 -0.567 0.918 0.064
H -4.923 -3.189 4.079 0.656 2.277 -0.015
H -6.222 -0.936 4.104 1.112 -0.225 -0.108
H -4.877 1.259 3.656 0.327 -1.040 0.024
H -2.445 1.151 3.200 -0.409 -0.806 0.154
H 0.407 2.045 0.532 -0.160 -0.266 -0.145
H 0.512 1.904 -1.082 0.102 -0.334 0.174
H -0.522 -1.452 -1.660 0.311 0.980 0.777
H 0.547 -1.685 -0.296 -0.406 1.117 -0.407
H 1.425 -1.298 -2.744 -0.189 0.731 0.772
H 1.375 0.459 -2.444 -0.207 -0.671 0.493
H 3.000 -1.593 -0.698 -0.241 0.825 -0.417
H 2.962 0.274 -0.601 -0.114 -1.222 -0.044
H 3.548 -1.015 -3.334 0.366 0.404 0.873
H 3.929 0.631 -2.737 0.185 -1.000 0.359
H 5.137 -2.059 -1.626 0.600 1.112 -0.005
H 5.914 -1.108 -2.994 -0.378 -0.100 1.020
H 5.312 2.206 -0.228 0.203 0.186 -1.076
H 4.860 2.627 -1.944 0.864 -0.412 0.465
H 6.461 3.176 -1.229 -0.577 -0.783 -0.324
H -1.838 -0.230 -2.760 -0.072 1.160 0.342
H -0.649 1.082 -2.644 -1.142 -0.040 0.124
H -1.520 3.437 -1.686 -0.614 -0.609 0.593
H -0.858 3.618 -0.044 -0.717 -0.542 -0.622
H -3.619 4.622 -0.904 0.266 -0.437 0.854
H -1.250 5.433 0.951 -0.846 0.440 -0.667
H -0.225 6.583 -0.766 -0.980 -0.243 -0.527
H -1.148 5.520 -1.920 -0.277 0.684 0.566
H -1.785 7.209 -1.430 0.560 -1.022 -0.206
H -3.270 0.153 0.765 0.527 -0.255 -1.078
H -5.126 -0.688 -0.364 0.791 0.609 -0.749
H -5.919 1.365 0.161 0.825 -0.210 -0.610
H -5.943 1.541 -1.620 0.644 -0.107 0.878
H -4.624 2.304 -0.674 -0.278 -0.875 -0.036
C -5.892 -6.509 3.864 0.017 -0.126 0.025
Cl -6.172 -6.967 5.547 0.050 0.004 -0.103
Cl -7.423 -6.180 3.045 0.117 -0.020 0.014
Cl -4.824 -5.100 3.771 -0.222 -1.577 -0.194
H -5.408 -7.339 3.360 -0.070 0.084 0.057
C 1.174 -4.838 -1.457 -0.022 0.007 -0.089
Cl -0.254 -3.804 -1.330 0.048 -0.975 -0.108
Cl 1.924 -4.670 -3.047 -0.048 0.251 0.088
Cl 2.333 -4.453 -0.178 -0.063 -0.051 -0.016
H 0.861 -5.870 -1.334 0.087 0.095 -0.008
C 3.613 -8.531 -3.407 0.079 0.072 -0.052
Cl 3.806 -9.053 -5.084 -0.025 -0.004 0.119
Cl 4.774 -7.259 -3.013 -0.058 -0.092 0.021
Cl 1.959 -7.977 -3.115 0.016 -0.315 -0.006
H 3.806 -9.381 -2.761 -0.032 0.099 -0.069
C 9.784 1.820 -5.219 0.014 -0.042 0.073
Cl 10.182 1.505 -6.913 -0.052 0.013 0.047
Cl 10.580 0.650 -4.164 -0.058 0.055 -0.059
Cl 10.236 3.470 -4.772 -0.060 -0.059 -0.021
H 8.711 1.715 -5.094 0.122 0.010 0.042
```
Forces are in eV/Å.

Summary:
HOMO energy: -8.27 eV
E: -14199.57244 Ha
LUMO level: -0.15 eV
Frontier orbital gap: 8.1 eV